No. 1
This record from the Open Molecules 2025 dataset describes C31H15F4N11ReS3Se as an isolated structure in a non-equilibrium geometry. The level of theory is ωB97M-V with the def2-TZVPD basis set.

The geometry in ORCA input format:
```
! RIJCOSX wB97M-V def2-TZVPD def2/J DEFGRID3
* xyz 2 4
Re -0.37376 -0.24742 -0.49497
S -0.42613 -1.28093 1.31933
C 2.37314 0.64584 0.74935
S 2.05751 -0.48382 -0.58243
C 3.58908 2.67382 2.43615
C 3.20877 1.40762 3.12261
N 6.03950 0.43829 5.39153
C 4.35946 3.61276 3.16486
N 5.10640 4.21210 3.85257
N -0.57976 0.96561 -4.50616
C -0.04435 -0.29506 -4.79988
C 0.26338 -1.02688 -5.91715
C 0.95034 -2.24614 -5.76253
C 1.25010 -2.78729 -4.49989
C 0.84358 -2.08035 -3.37320
C 0.23623 -0.83915 -3.53857
N -0.24568 0.03957 -2.56386
C -0.65764 1.13427 -3.14797
C -1.19397 2.36605 -2.59391
C -1.49812 3.41171 -3.41920
S -1.41757 4.91197 -2.57287
C -1.40175 4.13632 -1.08140
N -1.19176 2.78712 -1.17220
H -0.53503 1.76550 -5.15214
H 0.00872 -0.66523 -6.90132
H 1.10760 -2.82127 -6.64919
H 1.97236 -3.64935 -4.42777
H 1.01527 -2.55806 -2.37595
H -1.54734 3.22515 -4.48143
H -1.39060 4.65287 -0.14852
C -1.35404 -4.53761 1.85774
N -2.55935 -3.73328 1.62226
C -3.74251 -3.85275 2.37578
C -4.61426 -2.92844 1.91014
N -4.06866 -2.41743 0.70115
C -4.67887 -1.41716 -0.19011
C -2.79690 -2.91607 0.59235
Se -1.69750 -2.58298 -0.82330
H -1.50060 -5.00779 2.83249
H -0.46785 -3.90065 1.88549
H -1.26286 -5.25261 1.05793
H -3.65648 -4.45948 3.25508
H -5.59229 -2.64531 2.17141
H -5.51142 -1.00883 0.37404
H -5.03280 -1.82173 -1.16541
H -3.94787 -0.63432 -0.39197
F 1.47173 2.57905 -0.51907
C 1.81545 2.11415 0.78165
C 2.73940 3.13260 1.45139
F 2.65040 4.47179 1.16316
C 2.95140 0.40905 1.97269
C 1.85441 1.54636 3.85914
C 0.73375 1.69453 3.10712
F -0.47614 1.34854 3.72739
C 0.55181 2.06658 1.69562
C -0.72848 2.31095 1.16740
C -1.25226 1.79244 -0.12898
N -1.96947 0.68495 -0.33242
C -1.52709 3.21190 1.92506
N -2.34355 3.82534 2.51567
F 1.78658 1.16904 5.12589
C 3.84907 -0.58550 2.58213
C 4.32385 0.33410 3.59440
N 5.36510 0.40224 4.41953
C 4.20528 -1.85859 2.10856
N 4.60507 -2.93874 1.84475
*
```

The total energy comes out at -159606.7502 eV. As for the largest force on an atom: 5.02 eV Å⁻¹. For the lowest unoccupied orbital energy (spin up / spin down), the calculation gives -7.4 / -8.4 eV. The HOMO energy (spin up / spin down) comes out at -12.16 / -13.35 eV.



No. 2
This record from the Open Molecules 2025 dataset describes a 6-piece molecular cluster, C5H23NO6 overall in a non-equilibrium geometry. The level of theory is ωB97M-V with the def2-TZVPD basis set.

The geometry in ORCA input format:
```
! RIJCOSX wB97M-V def2-TZVPD def2/J DEFGRID3
* xyz 0 1
C 0.37523 2.50583 0.08564
O -1.01664 2.58172 0.43803
C 0.57709 2.77403 -1.40724
C 0.58813 1.45233 -2.24486
C 1.94069 0.72547 -2.15558
C 1.77412 -0.78825 -2.36131
N 1.02226 -1.42694 -1.28575
H 0.70104 1.47915 0.32378
H 0.90850 3.24872 0.67268
H -1.46812 2.02958 -0.17513
H 1.61352 3.05810 -1.65984
H -0.12530 3.51087 -1.82235
H 0.53585 1.80373 -3.24339
H -0.27784 0.86519 -1.96580
H 2.39931 0.97717 -1.19271
H 2.64263 1.01043 -2.93991
H 2.76397 -1.21569 -2.39789
H 1.24149 -0.99469 -3.27505
H 1.56073 -1.59170 -0.46240
H 0.49643 -2.25669 -1.51120
H -1.53508 -0.50200 -0.23187
H -2.45725 -1.62489 -0.02078
O -2.41483 -0.65693 0.19906
H -0.35417 -2.32955 2.94789
H -1.67984 -1.67121 2.53110
O -1.21479 -2.48792 2.52377
H 1.32075 0.03678 3.27459
H 0.14347 -0.52201 4.14801
O 1.05516 -0.65229 3.89615
H -1.58659 -3.90952 0.76741
H -2.63960 -3.02303 1.12758
O -2.36582 -3.54599 0.35510
H -1.96715 0.83573 2.79636
H -1.39086 -0.01315 1.70054
O -1.16650 0.31762 2.56533
*
```

The total energy comes out at -19332.7761 eV. As for the largest force on an atom: 2.00 eV Å⁻¹. For the lowest unoccupied orbital energy, the calculation gives 0.5 eV. As for the SMILES: NCCCCCO.O.O.O.O.O. The HOMO energy comes out at -9.51 eV.